{
  "formula": "CH4N2O2S",
  "method": "ωB97M-V with the def2-TZVPD basis set",
  "species": ["C", "N", "N", "O", "O", "S", "H", "H", "H", "H"],
  "xyz": [[-0.818, 0.821, 0.020], [-1.038, -0.140, 0.970], [0.958, -0.839, -1.101], [0.151, 1.532, -0.004], [1.870, -0.524, 1.047], [1.968, -0.014, -0.308], [-1.589, 0.981, -0.702], [-0.197, -0.661, 1.356], [-1.977, -0.660, 0.791], [0.673, -0.496, -2.070]],
  "forces_ev_per_angstrom": [[-0.458, -0.520, 1.895], [-1.681, -1.394, -1.041], [0.156, 0.557, -2.031], [1.039, 1.236, -0.116], [0.983, 0.280, 0.417], [-1.366, -1.427, -0.332], [-1.123, -0.108, -0.464], [-1.441, 0.955, -0.541], [2.735, 0.858, 0.674], [1.155, -0.439, 1.539]],
  "lowdin_charge": [-0.47, 0.11, -0.31, -0.10, -0.50, 0.87, 0.12, 0.10, 0.14, 0.05],
  "e_homo_ev": -10.3,
  "relative_energy_ev": 1.138,
  "lumo_energy_ha": -0.015,
  "largest_force_ev_per_a": 2.9,
  "molar_mass_da": 108.1,
  "e_tot_ha": -698.6335,
  "total_charge": 0
}

---

{
  "formula": "CH4N2O2S",
  "method": "ωB97M-V with the def2-TZVPD basis set",
  "species": ["N", "C", "S", "O", "N", "O", "H", "H", "H", "H"],
  "xyz": [[0.995, -1.124, -0.400], [0.420, -0.139, 0.472], [0.930, 1.862, -0.182], [-0.942, -0.169, 0.734], [-1.737, -0.364, -0.451], [-2.863, -0.381, -0.120], [0.321, -1.283, -1.227], [1.970, -1.135, -0.805], [0.836, -0.056, 1.506], [0.069, 2.788, 0.474]],
  "forces_ev_per_angstrom": [[-1.968, -0.117, -1.987], [1.909, 2.087, 0.801], [-1.046, -0.513, 0.595], [0.270, -0.739, -1.071], [-1.357, 0.073, 1.142], [1.178, 0.008, -0.824], [1.556, 0.356, 1.751], [-1.542, 0.830, 1.397], [0.152, -0.433, -1.268], [0.847, -1.552, -0.535]],
  "lowdin_charge": [0.03, -0.59, 0.45, -0.13, 0.01, 0.08, 0.11, 0.12, 0.11, -0.17],
  "e_homo_ev": -9.0,
  "relative_energy_ev": 3.724,
  "lumo_energy_ha": -0.020,
  "largest_force_ev_per_a": 2.9,
  "smiles": "N[C@@H](S)ON=O",
  "molar_mass_da": 108.1,
  "e_tot_ha": -698.5385,
  "total_charge": 0
}

---

{
  "formula": "CH4N2O2S",
  "method": "ωB97M-V with the def2-TZVPD basis set",
  "species": ["C", "N", "N", "O", "O", "S", "H", "H", "H", "H"],
  "xyz": [[0.047, -0.244, -0.528], [-0.364, -1.418, -0.114], [1.203, 0.316, 0.143], [1.758, 1.201, -0.446], [1.488, -0.231, 1.196], [-1.593, 1.444, 0.405], [-0.251, -0.017, -1.502], [-0.101, -1.570, 0.836], [-1.190, -1.987, -0.163], [-0.997, 2.508, 0.173]],
  "forces_ev_per_angstrom": [[-3.588, 1.006, 0.590], [0.748, -1.736, 2.269], [-0.432, -1.148, -0.005], [0.689, 0.565, 0.208], [0.468, 0.729, -0.228], [-0.489, -4.081, 0.042], [0.572, 1.050, -1.359], [0.912, -0.043, 0.862], [-0.613, 0.778, -1.674], [1.733, 2.880, -0.704]],
  "lowdin_charge": [-0.26, 0.12, -0.42, 0.10, 0.08, 0.41, 0.10, 0.10, 0.13, -0.36],
  "e_homo_ev": [-8.9, -8.9],
  "relative_energy_ev": 4.702,
  "lumo_energy_ha": [-0.057, -0.057],
  "largest_force_ev_per_a": 4.1,
  "molar_mass_da": 108.1,
  "e_tot_ha": -698.5025,
  "total_charge": 0
}

---

{
  "formula": "CH4N2O2S",
  "method": "ωB97M-V with the def2-TZVPD basis set",
  "species": ["C", "N", "N", "O", "O", "S", "H", "H", "H", "H"],
  "xyz": [[-1.807, -0.485, 0.006], [-0.379, 1.174, 0.110], [-1.504, 0.848, -0.293], [2.717, -1.441, -0.094], [3.741, 0.703, -0.617], [2.953, -0.119, 0.326], [-2.070, -0.598, 1.178], [-2.579, -1.033, -0.610], [-1.003, -1.232, 0.072], [-0.070, 2.183, -0.077]],
  "forces_ev_per_angstrom": [[-1.336, -3.987, 3.162], [0.820, 0.236, 0.021], [1.172, 2.117, -0.463], [-0.554, -1.724, -0.119], [-1.532, -1.156, 2.038], [1.969, 2.891, -1.900], [-0.209, 0.707, -2.574], [0.426, 1.458, 0.619], [0.739, 0.714, -0.636], [-1.495, -1.256, -0.147]],
  "lowdin_charge": [-0.19, 0.02, -0.14, -0.44, -0.46, 0.85, 0.13, 0.08, 0.06, 0.08],
  "e_homo_ev": -9.5,
  "relative_energy_ev": 2.367,
  "lumo_energy_ha": -0.038,
  "largest_force_ev_per_a": 5.3,
  "molar_mass_da": 108.1,
  "e_tot_ha": -698.5883,
  "total_charge": 0
}

---

{
  "formula": "CH4N2O3",
  "method": "ωB97M-V with the def2-TZVPD basis set",
  "species": ["C", "N", "N", "O", "O", "O", "H", "H", "H", "H"],
  "xyz": [[-1.229, -0.075, -0.426], [0.194, 1.780, 0.279], [1.309, -1.302, -0.117], [0.154, -1.809, -0.275], [2.268, -1.810, 0.473], [-0.418, 0.939, -0.755], [-1.491, -0.278, 0.655], [-1.731, -0.492, -1.212], [1.150, 1.590, 0.149], [-0.207, 1.457, 1.230]],
  "forces_ev_per_angstrom": [[4.661, 1.822, 2.892], [-3.381, -0.575, 1.226], [1.634, 3.129, -0.132], [-0.373, -0.733, 1.070], [-2.609, -1.060, -0.836], [-1.829, -1.740, 0.941], [0.290, 0.404, -1.455], [-1.216, -0.913, -1.964], [1.511, -0.726, 0.235], [1.312, 0.394, -1.977]],
  "lowdin_charge": [0.11, 0.11, -0.30, -0.14, -0.08, -0.12, 0.14, 0.08, 0.07, 0.13],
  "e_homo_ev": [-7.9, -7.9],
  "relative_energy_ev": 5.325,
  "lumo_energy_ha": [-0.038, -0.039],
  "largest_force_ev_per_a": 5.8,
  "molar_mass_da": 92.1,
  "e_tot_ha": -375.4716,
  "total_charge": 0
}

---

{
  "formula": "CH4N2O3",
  "method": "ωB97M-V with the def2-TZVPD basis set",
  "species": ["C", "N", "N", "O", "O", "O", "H", "H", "H", "H"],
  "xyz": [[-0.249, -0.148, -0.940], [0.087, 1.009, 0.697], [-2.421, 0.776, -1.550], [-2.708, -0.356, -1.235], [-3.015, 1.759, -1.634], [-0.950, 0.880, -1.625], [0.635, -0.405, -1.450], [-1.045, -0.872, -0.646], [-0.342, 0.322, 1.394], [-0.546, 1.825, 0.655]],
  "forces_ev_per_angstrom": [[-3.275, 4.041, 3.605], [-0.396, -3.825, -1.043], [3.275, -3.861, 2.201], [-2.077, 0.702, -0.714], [-0.917, 1.770, -0.866], [-0.022, 0.645, -1.395], [1.046, -0.137, -0.183], [1.720, 0.075, -0.023], [0.683, 1.429, -0.984], [-0.038, -0.838, -0.598]],
  "lowdin_charge": [0.01, 0.00, -0.38, 0.07, 0.20, -0.08, 0.08, 0.09, 0.01, 0.00],
  "e_homo_ev": [-9.6, -9.6],
  "relative_energy_ev": 4.980,
  "lumo_energy_ha": [-0.010, -0.010],
  "largest_force_ev_per_a": 6.3,
  "molar_mass_da": 92.1,
  "e_tot_ha": -375.4842,
  "total_charge": 0
}